This record from OMol25 describes a 6-piece molecular cluster, C16H28N4O2 overall at a distorted geometry. The level of theory is the ωB97M-V functional and the def2-TZVPD basis.

The total energy comes out at -27096.828 eV. The multiplicity is 1. For the frontier orbital gap, the calculation gives 9.64 eV.

XYZ file:
```
50
C16H28N4O2 the ωB97M-V functional and the def2-TZVPD basis
C 3.6990 0.6882 0.6941
C 4.7272 0.5560 1.7812
C 4.2473 -0.6060 2.6502
O 2.8361 -0.6468 2.4576
C 2.4335 -0.0690 1.1301
H 4.0285 0.3717 -0.2956
H 3.4060 1.7298 0.5631
H 4.7334 1.4992 2.3277
H 5.6804 0.3475 1.2954
H 4.4663 -0.5695 3.7174
H 4.5977 -1.5961 2.3587
H 1.5535 0.5604 0.9975
H 2.2748 -1.0013 0.5881
C -2.2594 -2.4045 -0.3210
C -1.1983 -1.4953 0.3989
C -0.9746 -0.4817 -0.6756
O -2.3071 -0.2671 -1.2245
C -3.1814 -1.4173 -1.0359
H -2.7242 -2.9785 0.4806
H -1.6676 -2.9839 -1.0296
H -0.1941 -1.8284 0.6613
H -1.6360 -0.9970 1.2639
H -0.2919 -0.8853 -1.4233
H -0.5295 0.4752 -0.4031
H -3.3177 -2.0300 -1.9270
H -4.1621 -1.1914 -0.6171
C 2.1579 -1.5907 -3.7117
C 2.1621 -0.2739 -2.9403
N 2.1967 0.7163 -2.3897
H 1.1659 -1.7153 -4.1460
H 2.2876 -2.4818 -3.0975
H 2.7881 -1.3444 -4.5662
C -3.1789 -3.3029 4.3966
C -2.6849 -1.9800 4.1520
N -2.2719 -0.8762 3.9510
H -4.1202 -3.4202 3.8595
H -3.1502 -3.6295 5.4361
H -2.4555 -3.7902 3.7428
C -4.0230 2.5221 -2.6118
C -3.7594 3.9123 -2.0646
N -3.5082 4.9883 -1.6041
H -3.1499 1.8696 -2.6121
H -4.3708 2.4959 -3.6445
H -4.7576 2.0549 -1.9558
C 1.1453 3.5004 -0.8358
C 0.0806 4.5278 -0.6489
N -0.7778 5.2735 -0.4565
H 0.5522 2.6478 -1.1666
H 1.6201 3.2303 0.1074
H 1.8121 3.8870 -1.6066
```

Results of the Mulliken charge analysis, in e, for atoms 1 through 5: C -0.03; C -0.52; C -0.47; O -0.48; C -0.04

***

This record from OMol25 describes C16H29AlBrFNO8P2 as an isolated structure at a distorted geometry. The level of theory is the ωB97M-V functional and the def2-TZVPD basis.

The total energy comes out at -132871.202 eV. As for the net charge: -1. The multiplicity is 1. For the frontier orbital gap, the calculation gives 7.23 eV.

XYZ file:
```
59
C16H29AlBrFNO8P2 the ωB97M-V functional and the def2-TZVPD basis
C -0.6450 6.0227 4.4948
C -1.1034 5.2961 3.6381
Al -1.6343 4.2309 2.0437
F -3.3091 3.8743 2.1291
C -1.2307 5.2907 0.3663
C -1.5944 4.5703 -0.9020
C -3.0709 4.2106 -1.0174
Br -1.2099 5.8285 -2.4465
C -0.6289 2.4861 1.8971
C 0.3995 2.2659 0.9802
C 1.0747 1.0648 0.8328
N 0.7699 0.0087 1.5937
C -0.1772 0.2108 2.4992
C -0.8987 1.3695 2.7021
H -0.1336 6.7209 5.1117
H -0.1406 5.4238 0.3630
H -1.6633 6.2906 0.4017
H -1.0113 3.6708 -1.0745
H -3.7198 5.0055 -0.6583
H -3.2925 3.2461 -0.5630
H -3.3013 4.0840 -2.0773
H 0.6935 3.0894 0.3355
H 1.8556 0.9956 0.0840
H -0.4129 -0.6393 3.1375
H -1.6580 1.4254 3.4709
C -5.2622 -3.0135 -0.8214
O -4.3486 -2.0337 -0.3316
P -3.5405 -1.1770 -1.4577
O -4.5637 -0.5735 -2.3219
O -2.8423 -2.4926 -2.1605
C -2.1363 -3.4472 -1.3701
O -2.2426 -0.2277 -1.6694
C -1.1861 -0.2499 -0.6649
H -6.2427 -2.7927 -0.4038
H -5.3233 -3.0194 -1.9062
H -4.9346 -3.9953 -0.4743
H -2.5093 -4.4446 -1.6082
H -2.2627 -3.2731 -0.3003
H -1.0745 -3.4012 -1.6164
H -0.6550 -1.2023 -0.6981
H -1.5952 -0.0879 0.3293
H -0.4928 0.5453 -0.8923
C 3.9659 -4.8014 -2.0173
O 3.5643 -4.0567 -0.8646
P 3.7033 -2.4394 -0.9690
O 2.9376 -2.0381 -2.1549
O 5.3240 -2.4533 -1.2544
C 6.2053 -3.1766 -0.3975
O 3.7528 -1.0791 -0.0754
C 4.0333 -1.1718 1.3415
H 3.1206 -5.4107 -2.3296
H 4.2745 -4.1608 -2.8386
H 4.7959 -5.4513 -1.7357
H 6.8436 -3.8151 -1.0091
H 5.6674 -3.8023 0.3165
H 6.8345 -2.4717 0.1478
H 5.0746 -1.4591 1.5070
H 3.3682 -1.8912 1.8162
H 3.8573 -0.1966 1.7842
```

Results of the Mulliken charge analysis, in e, for atoms 1 through 5: C 0.52; C -1.04; Al -0.17; F -0.44; C -0.94

***

This record from OMol25 describes C16H29ClGdHfN as an isolated structure at a distorted geometry. The level of theory is the ωB97M-V functional and the def2-TZVPD basis.

The total energy comes out at -53211.272 eV. The multiplicity is 8. For the frontier orbital gap (alpha / beta), the calculation gives 5.58 / 5.61 eV.

XYZ file:
```
49
C16H29ClGdHfN the ωB97M-V functional and the def2-TZVPD basis
Gd 0.2564 -0.3744 -5.0888
Cl 1.1989 -2.4251 -4.1094
C 2.1437 0.7133 -5.8041
C -0.7387 -1.2710 -6.9501
H 1.9863 1.1891 -6.7778
H 2.3861 1.4932 -5.0661
H 3.0019 0.0284 -5.8784
H -0.9633 -0.4765 -7.6713
H -1.6818 -1.7706 -6.6779
H -0.0718 -2.0036 -7.4287
Hf -1.1336 0.2557 -0.4553
C -2.6224 -0.9246 0.5211
C -2.0437 2.0058 -1.1528
H -3.5914 -0.4130 0.3969
H -2.7198 -1.9302 0.0732
H -2.4357 -1.0413 1.5966
H -3.0391 2.4243 -0.9194
H -1.6263 2.5107 -2.0462
C 0.0265 1.0373 5.3648
C 0.0002 1.2171 3.8724
C -0.6413 2.3435 3.3291
C -0.6227 2.6385 1.9751
C -1.1291 3.9277 1.4318
C -0.0393 1.6869 1.0828
C 0.4684 0.4517 1.6458
C 0.6359 0.3083 3.0224
N 0.4951 -0.5601 0.6873
C 1.0133 -1.9228 0.9037
C 2.4686 -1.8127 1.3380
C 0.1825 -2.6555 1.9452
C 0.9130 -2.6262 -0.4443
H 0.6666 1.7949 5.8450
H -0.9808 1.1486 5.7938
H 0.4112 0.0451 5.6293
H -1.1119 3.0555 4.0188
H -1.7336 4.4515 2.1798
H -0.3037 4.5973 1.1536
H -1.7286 3.7556 0.5312
H 0.4329 2.0419 0.1391
H 1.1731 -0.5463 3.4352
H 2.5841 -1.2234 2.2513
H 2.8733 -2.8166 1.5207
H 3.0649 -1.3350 0.5514
H -0.8629 -2.7367 1.6299
H 0.5821 -3.6696 2.0826
H 0.2017 -2.1451 2.9103
H -0.1327 -2.7256 -0.7789
H 1.4490 -2.0771 -1.2321
H 1.3385 -3.6388 -0.3765
```

Results of the Mulliken charge analysis, in e, for atoms 1 through 5: Gd 1.09; Cl -0.54; C -1.23; C -1.26; H 0.33

***

This record from OMol25 describes a 8-piece molecular cluster, C16H29F4N7O18 overall at a distorted geometry. The level of theory is the ωB97M-V functional and the def2-TZVPD basis.

The total energy comes out at -75197.770 eV. The multiplicity is 1. For the frontier orbital gap, the calculation gives 8.92 eV.

XYZ file:
```
74
C16H29F4N7O18 the ωB97M-V functional and the def2-TZVPD basis
O -3.1807 3.4941 -1.6993
C -2.2434 2.8675 -2.1341
O -1.7106 3.0450 -3.4148
C -1.2815 1.7890 -3.7978
O -1.3056 1.3403 -4.9219
C -0.8802 1.0883 -2.5211
C 0.0231 -0.0935 -2.4445
F 0.2700 -0.5831 -3.6677
F -0.5109 -1.0885 -1.7176
C 1.3913 0.3607 -1.8039
F 2.3169 0.4340 -2.7724
F 1.8118 -0.5144 -0.8813
C -1.4768 1.7371 -1.5261
C -1.4290 1.3896 -0.0838
C -0.7115 2.4222 0.7810
C -0.9964 2.0823 2.2734
O -1.4679 0.7624 2.4654
H 1.2793 1.3423 -1.3580
H -0.9335 0.4407 0.0265
H -2.4429 1.3360 0.2823
H -1.1041 3.4199 0.6267
H 0.3593 2.4033 0.6320
H -0.0983 2.1723 2.8672
H -1.7258 2.7720 2.6863
H -2.4248 0.7525 2.3938
C 5.0863 -0.5762 -0.7277
N 5.7462 -0.2748 0.5684
O 6.7345 -0.9150 0.8702
O 5.2458 0.5962 1.2494
H 5.6325 -1.3639 -1.2204
H 4.0681 -0.8800 -0.5137
H 5.1041 0.3368 -1.3152
C 5.1052 -1.8785 3.7340
N 3.6220 -1.7971 3.8063
O 2.9835 -2.7981 3.5462
O 3.1421 -0.7340 4.1212
H 5.3819 -2.8843 3.4428
H 5.4380 -1.1565 2.9952
H 5.4960 -1.6367 4.7173
C -3.5080 3.3705 -6.2411
N -3.6049 4.8218 -6.5529
O -4.5607 5.4315 -6.1245
O -2.7116 5.2977 -7.2172
H -4.3688 3.0913 -5.6447
H -3.4938 2.8352 -7.1854
H -2.5899 3.2166 -5.6999
C -0.2512 -3.0425 3.6804
N -1.7328 -2.9347 3.7370
O -2.3923 -3.9233 3.4800
O -2.1958 -1.8565 4.0294
H 0.0073 -4.0562 3.4010
H 0.0987 -2.3286 2.9418
H 0.1369 -2.7955 4.6627
C -5.3141 -3.0195 3.3508
N -6.4114 -2.1831 3.9095
O -6.8915 -2.5095 4.9724
O -6.7547 -1.2197 3.2567
H -5.1158 -3.8338 4.0341
H -5.6515 -3.3876 2.3863
H -4.4447 -2.3840 3.2432
C -5.8983 2.3047 0.1121
N -4.9774 1.8678 1.1937
O -4.8220 2.5995 2.1415
O -4.4303 0.7893 1.0538
H -6.3022 3.2731 0.3790
H -5.3188 2.3606 -0.8038
H -6.6819 1.5570 0.0340
C 9.0417 -3.5897 -2.5310
N 7.9285 -2.7602 -1.9950
O 7.4434 -3.0828 -0.9345
O 7.5871 -1.8093 -2.6672
H 9.2367 -4.3933 -1.8317
H 8.7239 -3.9740 -3.4951
H 9.9064 -2.9426 -2.6393
```

Results of the Mulliken charge analysis, in e, for atoms 1 through 5: O -0.51; C -0.09; O -0.28; C -0.23; O -0.54